{
  "formula": "BeH34O21S",
  "method": "ωB97M-V with the def2-TZVPD basis set",
  "e_lumo_ev": -0.996,
  "e_above_lowest_ev": 0.000,
  "homo_lumo_gap_ev": 8.951,
  "elements": ["Be", "S", "O", "O", "O", "O", "O", "H", "H", "O", "H", "H", "O", "H", "H", "O", "H", "H", "O", "H", "H", "O", "H", "H", "O", "H", "H", "O", "H", "H", "O", "H", "H", "O", "H", "H", "O", "H", "H", "O", "H", "H", "O", "H", "H", "O", "H", "H", "O", "H", "H", "O", "H", "H", "O", "H", "H"],
  "positions_angstrom": [[2.117, -1.486, 0.702], [-0.147, 0.244, 0.035], [0.275, 1.464, -0.622], [0.974, -0.608, 0.363], [-0.739, 0.638, 1.266], [-1.104, -0.485, -0.826], [2.300, -1.497, 2.339], [2.309, -2.091, 3.112], [2.190, -0.593, 2.678], [-2.483, -3.621, -0.442], [-3.147, -3.008, -0.188], [-1.956, -3.218, -1.147], [3.513, -1.007, -0.048], [3.666, -0.081, -0.333], [3.871, -1.492, -0.788], [1.923, -3.082, 0.090], [2.037, -3.581, -0.744], [1.142, -3.518, 0.519], [-3.796, -1.234, -0.981], [-2.849, -1.054, -0.784], [-3.793, -1.885, -1.715], [3.945, 1.672, -0.694], [3.121, 2.171, -0.587], [4.468, 2.192, -1.206], [-1.209, 3.204, -1.530], [-0.708, 3.708, -2.199], [-0.480, 2.575, -1.264], [1.874, 3.040, 0.457], [1.230, 2.413, 0.076], [1.279, 3.675, 0.799], [-1.981, 0.047, -3.284], [-1.864, -0.119, -2.341], [-2.582, -0.640, -3.625], [-0.720, -0.581, 3.571], [-0.641, -0.014, 2.716], [-1.475, -0.267, 4.073], [1.744, -1.169, -2.345], [1.353, -0.491, -2.969], [0.967, -1.778, -2.171], [1.838, 1.369, 2.453], [0.917, 1.409, 2.478], [2.045, 1.934, 1.673], [-3.210, 0.938, 1.339], [-2.242, 0.964, 1.346], [-3.548, 1.082, 2.208], [1.538, 2.815, -2.620], [1.273, 2.363, -3.431], [1.348, 2.183, -1.999], [-1.016, 2.842, 2.442], [-1.002, 1.969, 2.009], [-1.930, 3.182, 2.295], [-0.519, -2.649, -1.986], [-0.693, -1.763, -1.545], [-0.736, -2.457, -2.915], [-3.141, -1.822, 2.029], [-3.132, -0.918, 1.629], [-2.415, -1.885, 2.627]]
}

---

{
  "formula": "Br2ClHSi",
  "method": "ωB97M-V with the def2-TZVPD basis set",
  "e_lumo_ev": -2.278,
  "e_above_lowest_ev": 2.080,
  "homo_lumo_gap_ev": 7.011,
  "elements": ["Si", "Cl", "Br", "Br", "H"],
  "positions_angstrom": [[-0.334, -0.124, 0.195], [0.837, -1.406, 1.034], [-0.588, 1.787, 1.306], [1.823, 0.231, -2.264], [-1.738, -0.487, -0.271]]
}

---

{
  "formula": "Br2ClOP",
  "method": "ωB97M-V with the def2-TZVPD basis set",
  "multiplicity": 3,
  "e_lumo_ev": [0.268, -3.775],
  "homo_lumo_gap_ev": [9.995, 7.359],
  "elements": ["O", "P", "Cl", "Br", "Br"],
  "positions_angstrom": [[0.502, 0.334, 0.823], [-0.349, -0.627, 0.153], [-0.915, 0.296, -1.557], [-4.088, 0.515, -0.104], [0.534, -2.578, -0.221]]
}

---

{
  "formula": "Br2H2N2O2S",
  "method": "ωB97M-V with the def2-TZVPD basis set",
  "multiplicity": 3,
  "e_lumo_ev": [-0.355, -1.973],
  "e_above_lowest_ev": 0.205,
  "homo_lumo_gap_ev": [8.622, 8.424],
  "elements": ["N", "N", "O", "O", "S", "Br", "Br", "H", "H"],
  "positions_angstrom": [[1.535, 0.046, -0.254], [-1.704, 0.222, -1.211], [0.629, 0.854, 1.996], [0.241, -1.471, 1.317], [0.440, -0.115, 0.977], [-2.553, 1.593, -0.449], [-2.430, -1.407, -0.785], [1.583, -0.454, -1.105], [2.259, 0.731, -0.486]]
}

---

{
  "formula": "Br2H8MnO4",
  "method": "ωB97M-V with the def2-TZVPD basis set",
  "multiplicity": 6,
  "e_lumo_ev": [-0.556, -0.567],
  "e_above_lowest_ev": 0.000,
  "homo_lumo_gap_ev": [7.162, 7.425],
  "elements": ["Mn", "Br", "Br", "O", "H", "H", "O", "H", "H", "O", "H", "H", "O", "H", "H"],
  "positions_angstrom": [[15.870, -6.801, 17.017], [15.956, -8.604, 15.154], [17.817, -7.518, 18.522], [16.888, -5.405, 15.635], [17.130, -4.485, 15.748], [17.132, -5.679, 14.747], [14.361, -7.620, 18.447], [13.900, -7.057, 19.071], [14.246, -8.528, 18.736], [14.031, -6.074, 16.052], [13.119, -6.291, 16.244], [14.051, -5.605, 15.215], [15.798, -4.950, 18.340], [15.771, -3.992, 18.304], [15.896, -5.189, 19.267]]
}

---

{
  "formula": "Br2HOP",
  "method": "ωB97M-V with the def2-TZVPD basis set",
  "e_lumo_ev": [-2.832, -2.833],
  "e_above_lowest_ev": 4.635,
  "homo_lumo_gap_ev": [6.099, 6.122],
  "elements": ["O", "P", "Br", "Br", "H"],
  "positions_angstrom": [[-1.322, 1.155, -1.036], [1.133, 0.053, 0.217], [0.462, -2.037, 0.170], [1.268, 0.507, 2.291], [-1.542, 0.321, -1.643]]
}